Molecular formula: C4H5N3
Method: DFT, the ωB97M-V functional and the def2-TZVPD basis

Properties
Spin multiplicity: 1
Relative energy (zero: lowest compared OMol25 entry of this formula, charge and spin) in kJ/mol: 645.8
Total energy in eV: -8693.1189
Total charge: 0
E_HOMO in eV: -9.647

Each atom is followed by the atoms it is bonded to, with distances in Å.
Atoms and positions in Å:
1 C 1.28 -1.28 -0.06  H8 1.086, H9 1.082, H10 1.078
2 N 0.36 0.57 -0.32  C3 1.266, H11 1.021
3 C -0.67 1.02 0.25  N2 1.266, C4 1.445, H12 1.100
4 C -1.13 2.38 0.07  C3 1.445, N5 1.157
5 N -1.50 3.47 -0.08  C4 1.157
6 C -1.65 -1.70 0.59  N7 1.184
7 N -0.83 -1.81 -0.25  C6 1.184
8 H 1.95 -0.62 0.50  C1 1.086
9 H 1.51 -1.39 -1.11  C1 1.082
10 H 1.06 -2.20 0.46  C1 1.078
11 H 0.89 1.22 -0.91  N2 1.021
12 H -1.27 0.33 0.86  C3 1.100